23
Properties=species:S:1:pos:R:3:nbo_charge:R:1 method="wB97M-V/def2-TZVPD" homo_ev=-8.30 total_energy_ha=-648.8977 relative_energy_kcal_mol=44.8 orbital_gap_ev=9.257
C 0.35763 -1.23055 1.49811 -0.667
C 0.21296 -1.09290 0.06172 -0.153
C -0.45571 -0.28341 -0.66684 -0.082
C -0.47100 -0.62741 -2.17867 -0.622
C -1.21110 0.92645 -0.13658 0.633
F -0.58256 1.51882 0.91808 -0.349
F -1.27975 1.99599 -0.96315 -0.341
C -2.56773 0.45788 0.26965 0.004
F -3.09752 -0.42907 -0.60861 -0.345
H 1.20664 -1.97343 1.87874 0.225
H -0.62646 -1.65824 1.73387 0.227
H 0.48819 -0.35986 2.14104 0.228
H 0.78601 -1.78859 -0.54541 0.231
H -0.86110 -1.59948 -2.28178 0.217
H 0.54936 -0.59417 -2.49862 0.225
H -0.98911 0.10203 -2.76991 0.218
H -2.31529 -0.11566 1.12731 0.175
H -3.23554 1.28863 0.34417 0.184
C 2.37883 0.13131 -0.23883 -0.076
C 2.71703 1.50190 -0.04722 -0.212
C 2.83065 0.67979 1.01454 -0.222
H 2.89273 2.63453 -0.11919 0.253
H 3.27282 0.51542 2.06757 0.249